Formula: C3H10N2O3
Source: the OMol25 dataset
Level of theory: ωB97M-V/def2-TZVPD

```
18
Properties=species:S:1:pos:R:3:nbo_charge:R:1
C -1.469 1.472 0.704 -0.509
N -1.838 0.305 0.107 0.011
N -2.418 -0.616 0.789 -0.472
O 0.254 -1.068 0.339 -0.876
H 0.713 -0.972 1.183 0.451
H -2.578 -0.496 1.790 0.359
H -2.258 -1.560 0.448 0.416
H -1.721 2.325 0.077 0.247
H -1.827 1.642 1.723 0.175
H -0.105 1.407 0.383 0.430
C 2.485 -0.763 -0.769 -0.655
C 1.129 -0.095 -0.649 0.778
O 0.452 -0.215 -1.851 -0.724
O 1.120 1.099 -0.099 -0.768
H -0.379 0.276 -1.759 0.478
H 3.058 -0.253 -1.540 0.222
H 3.012 -0.682 0.179 0.212
H 2.367 -1.805 -1.053 0.225
```

Computed properties:
LUMO energy (eV): -0.54
Electronic energy (Ha): -455.41442
Charge: 0
ΔE to the lowest compared entry with this formula, charge and spin (kJ/mol): 412.71